2 unconnected molecules or ions with the total composition C6H15NO in a non-equilibrium geometry. Source: OMol25; level of theory: ωB97M-V/def2-TZVPD.

ORCA input file:
```
! wB97M-V def2-TZVPD RIJCOSX def2/J DEFGRID3
* xyz 0 1
C -0.866 -0.036 2.160
C -0.239 0.684 0.998
C -0.192 -0.134 -0.374
C 1.123 0.052 -1.048
C 2.208 -0.644 -0.898
C 0.974 1.157 -2.092
N -0.766 2.012 0.653
H -1.738 0.618 2.400
H -1.173 -1.068 1.927
H -0.252 -0.070 3.043
H 0.813 0.854 1.238
H -0.220 -1.262 -0.223
H -1.018 0.194 -0.946
H 2.205 -1.547 -0.378
H 3.074 -0.361 -1.336
H 0.155 0.819 -2.742
H 1.805 1.044 -2.753
H 0.796 2.088 -1.754
H -0.844 2.696 1.494
H -1.565 2.133 0.135
H -1.242 -3.409 -0.139
H -2.111 -2.537 0.940
O -1.422 -2.594 0.255
*
```

E_LUMO   0.02299 hartree
Gap between HOMO and LUMO   9.3 eV
M   117.19 g/mol
E_tot   -367.513660 a.u.
Strongest force on any atom   4.8 eV Å⁻¹
Relative energy (zero: lowest compared OMol25 entry of this formula, charge and spin)   308.86 kJ/mol
SMILES   C=C(C)C[C@H](C)N.O



A molecular structure, C6H15NO in a non-equilibrium geometry. Source: OMol25; level of theory: ωB97M-V/def2-TZVPD.

ORCA input file:
```
! wB97M-V def2-TZVPD RIJCOSX def2/J DEFGRID3
* xyz 0 1
C -1.219 0.202 -0.090
C -1.837 0.283 -1.486
C -1.219 1.596 0.530
O -1.982 -0.678 0.736
H -2.837 -0.274 0.943
H 0.743 0.140 1.031
H -1.226 0.907 -2.139
H -2.848 0.711 -1.455
H -1.907 -0.707 -1.936
H -0.888 1.566 1.568
H -2.231 2.025 0.548
H -0.576 2.274 -0.031
C 2.478 0.408 -0.195
N 0.689 -1.858 -0.457
C 1.385 -1.720 0.630
C 1.790 -0.348 0.944
H 0.276 -2.773 -0.603
H -0.224 -0.787 -0.395
H 1.288 -2.424 1.459
H 2.405 -0.332 1.847
H 3.386 -0.107 -0.506
H 1.826 0.476 -1.060
H 2.728 1.421 0.114
*
```

E_LUMO   0.02893 hartree
Gap between HOMO and LUMO   9.0 eV
M   117.19 g/mol
E_tot   -367.498240 a.u.
Strongest force on any atom   3.6 eV Å⁻¹
Relative energy (zero: lowest compared OMol25 entry of this formula, charge and spin)   349.34 kJ/mol



A molecular structure, C6H15NO in a non-equilibrium geometry. Source: OMol25; level of theory: ωB97M-V/def2-TZVPD.

ORCA input file:
```
! wB97M-V def2-TZVPD RIJCOSX def2/J DEFGRID3
* xyz 1 2
C -0.069 1.224 -2.025
C 0.254 -0.134 -1.430
C -0.143 -0.250 0.096
C -1.240 -1.138 0.349
C 0.738 0.408 0.917
C 0.509 0.441 2.403
N -1.462 1.590 -2.321
H 0.390 1.988 -1.387
H 0.493 1.416 -2.942
H 1.339 -0.247 -1.487
H -0.225 -0.938 -1.968
H -1.183 -2.210 0.286
H -2.213 -0.749 0.628
H 1.582 0.830 0.396
H -0.250 1.043 0.277
H -0.548 0.598 2.586
H 1.069 1.277 2.810
H 0.758 -0.522 2.844
H -2.008 0.747 -2.477
H -1.878 1.979 -1.479
H 1.440 -1.696 1.318
H 1.025 -3.061 1.004
O 1.622 -2.597 1.601
*
```

E_LUMO (alpha / beta)   -0.18599 / -0.20030 hartree
Gap between HOMO and LUMO (alpha / beta)   8.5 / 8.3 eV
M   117.19 g/mol
E_tot   -367.176338 a.u.
Strongest force on any atom   3.7 eV Å⁻¹
Relative energy (zero: lowest compared OMol25 entry of this formula, charge and spin)   372.65 kJ/mol



A molecular structure, C6H15NO2 in a non-equilibrium geometry. Source: OMol25; level of theory: ωB97M-V/def2-TZVPD.

ORCA input file:
```
! wB97M-V def2-TZVPD RIJCOSX def2/J DEFGRID3
* xyz 0 1
C -0.893 -0.648 -0.265
C 0.816 0.665 -0.154
C 1.298 -0.652 0.131
C -1.963 0.423 -0.171
C -1.213 -1.815 0.651
C 0.716 1.660 0.966
N 0.938 1.173 -1.400
O -0.758 -1.097 -1.607
O 3.063 -0.168 0.140
H -1.628 -1.143 -2.025
H 3.354 -0.153 1.060
H 1.142 2.150 -1.537
H 1.033 0.529 -2.170
H 1.224 -1.004 1.149
H 1.410 -1.367 -0.669
H -0.518 -2.641 0.500
H -1.720 1.282 -0.799
H -2.934 0.032 -0.507
H -2.100 0.762 0.855
H -2.210 -2.218 0.430
H -1.183 -1.508 1.698
H 1.706 2.087 1.125
H 0.031 2.471 0.714
H 0.392 1.178 1.885
*
```

E_LUMO   0.02434 hartree
Gap between HOMO and LUMO   7.9 eV
M   133.19 g/mol
E_tot   -442.718863 a.u.
Strongest force on any atom   4.1 eV Å⁻¹
Relative energy (zero: lowest compared OMol25 entry of this formula, charge and spin)   426.22 kJ/mol



3 unconnected molecules or ions with the total composition C6H15NO2 in a non-equilibrium geometry. Source: OMol25; level of theory: ωB97M-V/def2-TZVPD.

ORCA input file:
```
! wB97M-V def2-TZVPD RIJCOSX def2/J DEFGRID3
* xyz 0 1
C -0.435 -1.192 0.695
C -0.344 -1.619 -1.839
C 1.003 -0.747 0.788
C -1.351 -0.652 1.797
C -1.023 -0.912 -0.696
O -1.874 -0.068 -0.864
H -0.432 -2.294 0.774
H -0.937 -1.507 -2.743
H -0.188 -2.676 -1.615
H 0.644 -1.176 -1.970
H -0.984 -0.957 2.778
H 1.404 -0.674 1.792
H 0.960 0.939 0.861
H 1.714 -1.196 0.109
H -2.367 -1.018 1.655
H -1.408 0.434 1.762
C 0.786 2.062 1.174
N 0.669 1.490 -2.243
O 1.098 0.956 -1.116
H -0.344 1.491 -2.349
H 1.220 2.261 -2.609
H -0.177 2.366 0.776
H 1.567 2.729 0.827
H 0.799 1.962 2.258
*
```

E_LUMO (alpha / beta)   0.00345 / 0.01843 hartree
Gap between HOMO and LUMO (alpha / beta)   7.7 / 9.8 eV
M   133.19 g/mol
E_tot   -442.650172 a.u.
Strongest force on any atom   2.9 eV Å⁻¹
Relative energy (zero: lowest compared OMol25 entry of this formula, charge and spin)   606.56 kJ/mol



C6H15NO2 in the gas phase in a non-equilibrium geometry. Source: OMol25; level of theory: ωB97M-V/def2-TZVPD.

ORCA input file:
```
! wB97M-V def2-TZVPD RIJCOSX def2/J DEFGRID3
* xyz 0 1
C 0.979 -0.570 0.083
C -1.277 0.719 0.834
C 0.274 0.687 -0.107
C 2.479 -0.218 -0.960
C 0.356 -1.819 -0.485
C -2.309 1.402 -0.060
N -1.761 -0.539 1.393
O 1.449 -0.680 1.389
O 2.522 0.837 -1.941
H 0.823 -1.235 1.889
H 2.231 1.620 -1.438
H -1.107 1.356 1.710
H -1.914 -0.442 2.401
H -2.715 -0.694 1.065
H 0.002 0.858 -1.147
H 0.796 1.542 0.323
H 3.476 -0.100 -0.503
H 2.780 -1.077 -1.577
H -0.689 -1.971 -0.206
H 0.344 -1.760 -1.577
H 0.892 -2.717 -0.159
H -1.922 2.380 -0.370
H -3.275 1.583 0.431
H -2.432 0.837 -0.991
*
```

E_LUMO   0.02837 hartree
Gap between HOMO and LUMO   9.4 eV
M   133.19 g/mol
E_tot   -442.751325 a.u.
Strongest force on any atom   4.9 eV Å⁻¹
Relative energy (zero: lowest compared OMol25 entry of this formula, charge and spin)   340.99 kJ/mol
SMILES   C[C@@H](N)C[C@](C)(O)CO



E_tot of number 5 (C6H15NO2)?
-442.650172 a.u.



Copy entry 5 word for word.
3 unconnected molecules or ions with the total composition C6H15NO2 in a non-equilibrium geometry. Source: OMol25; level of theory: ωB97M-V/def2-TZVPD.

ORCA input file:
```
! wB97M-V def2-TZVPD RIJCOSX def2/J DEFGRID3
* xyz 0 1
C -0.435 -1.192 0.695
C -0.344 -1.619 -1.839
C 1.003 -0.747 0.788
C -1.351 -0.652 1.797
C -1.023 -0.912 -0.696
O -1.874 -0.068 -0.864
H -0.432 -2.294 0.774
H -0.937 -1.507 -2.743
H -0.188 -2.676 -1.615
H 0.644 -1.176 -1.970
H -0.984 -0.957 2.778
H 1.404 -0.674 1.792
H 0.960 0.939 0.861
H 1.714 -1.196 0.109
H -2.367 -1.018 1.655
H -1.408 0.434 1.762
C 0.786 2.062 1.174
N 0.669 1.490 -2.243
O 1.098 0.956 -1.116
H -0.344 1.491 -2.349
H 1.220 2.261 -2.609
H -0.177 2.366 0.776
H 1.567 2.729 0.827
H 0.799 1.962 2.258
*
```

E_LUMO (alpha / beta)   0.00345 / 0.01843 hartree
Gap between HOMO and LUMO (alpha / beta)   7.7 / 9.8 eV
M   133.19 g/mol
E_tot   -442.650172 a.u.
Strongest force on any atom   2.9 eV Å⁻¹
Relative energy (zero: lowest compared OMol25 entry of this formula, charge and spin)   606.56 kJ/mol



Among the records above, which one has the highest relative energy (zero: lowest compared OMol25 entry of this formula, charge and spin)?
number 5



Which value of strongest force on any atom does entry 4 give?
4.1 eV Å⁻¹